C33H55CdN3O2PSi4 | the ωB97M-V functional and the def2-TZVPD basis

Values from the calculation:
* total charge: +1
* electronic energy: -89039.8585 eV
* ΔE to the lowest compared entry with this formula, charge and spin: 25.9 kJ/mol

```
99
Properties=species:S:1:pos:R:3:forces:R:3:mulliken_charge:R:1
H -5.267259 -1.096839 -3.450820 -0.016 -0.008 -0.002 0.383
Si -2.493922 -3.866176 0.528629 -0.068 0.111 -0.047 0.401
H 1.937772 1.993153 -2.697086 0.003 0.011 -0.003 0.606
H -2.702642 -2.741007 -4.265469 -0.019 0.011 0.001 0.443
H 5.610301 3.050019 0.433499 -0.003 0.000 0.005 0.454
C -0.228901 2.938314 -1.044561 -0.004 -0.036 -0.045 0.201
H 3.379672 2.494930 1.312025 0.001 0.021 0.001 0.499
C 3.548689 2.495476 0.241813 -0.035 0.018 0.007 -0.681
H -0.491866 -4.473363 -0.846678 0.017 -0.008 0.018 0.147
C 0.207143 4.143444 -1.601494 0.055 -0.014 -0.032 -0.368
H -3.391694 2.143065 1.053974 0.008 0.013 -0.017 0.299
C 2.499214 2.219001 -0.630201 0.004 -0.054 0.128 0.422
C -2.357074 0.108879 -3.196156 0.015 0.033 0.016 -0.614
H 5.827062 -2.577885 1.518614 -0.008 0.001 0.000 0.406
H 2.295479 -1.037892 -2.811314 0.012 0.004 -0.028 0.245
H 4.692019 -0.274613 2.480984 0.009 -0.015 -0.010 0.426
H 0.734978 0.175118 4.097535 -0.031 -0.020 -0.001 0.356
H -3.219521 1.887015 2.791750 -0.027 0.018 -0.002 0.521
C 3.996592 2.541863 -2.496894 0.006 -0.030 0.005 -0.943
H -0.327959 5.891874 -2.707801 -0.007 0.009 0.005 0.462
C -1.935416 -4.238297 2.280721 0.005 0.019 0.033 -0.944
C 2.930853 -1.899605 -2.575397 0.016 -0.040 0.030 -1.035
H 6.502976 -1.214741 0.618194 -0.005 0.005 0.001 0.317
Si -3.343043 -0.283214 1.673109 -0.129 -0.097 -0.003 0.434
H -1.530616 -3.134134 -3.003231 0.017 0.006 -0.021 0.281
C -4.978147 -1.175782 -2.399660 -0.024 -0.009 0.010 -1.118
C 4.807658 2.813817 -0.253180 0.013 -0.033 0.002 -0.777
C 0.823598 4.744988 2.841762 -0.005 -0.036 0.015 -0.793
O 0.464945 -1.659720 2.777176 0.103 0.060 -0.037 -0.526
H -0.964274 -3.803563 2.520856 -0.007 -0.036 0.024 0.154
H -3.044400 -0.324640 4.125063 -0.044 0.001 0.014 0.442
C 0.765773 4.065686 4.046487 0.006 -0.018 -0.056 -0.908
H -1.891615 1.599331 -0.842964 -0.012 0.012 0.020 0.504
C 0.634644 0.498279 3.061665 -0.032 -0.009 0.042 -1.559
H 2.304744 -2.726086 -2.247267 -0.014 0.011 0.000 0.308
H 4.164791 2.565573 -3.566095 -0.003 0.006 0.001 0.485
H 3.863776 -1.829640 2.686253 -0.032 0.002 -0.010 0.388
H 0.861838 5.825649 2.818493 0.005 0.003 0.003 0.469
H -1.854518 -5.321176 2.404530 -0.012 -0.008 -0.008 0.434
Si -3.116309 -1.343640 -2.267019 -0.035 -0.075 0.063 0.120
H -3.177944 -3.751298 -2.901571 -0.002 -0.023 0.002 0.260
H -3.669176 -1.873409 3.561196 0.002 -0.005 -0.013 0.366
H -1.264182 -5.896229 -0.144128 -0.014 -0.005 0.003 0.440
H 6.003932 3.124029 -2.006081 -0.002 0.007 0.002 0.395
H -1.316215 0.308577 -2.928068 -0.006 -0.024 -0.031 -0.034
H 0.616098 -2.270476 2.043216 -0.049 -0.010 -0.009 0.254
C 2.743839 2.213072 -2.004763 -0.029 -0.023 -0.015 -0.511
H 5.848373 -1.631864 -2.429431 -0.002 0.007 0.007 0.322
H -1.956619 -1.496923 3.375086 -0.014 0.024 0.022 0.264
C -0.678144 4.961052 -2.281756 -0.012 -0.006 -0.019 -0.864
H -2.916074 1.030523 -3.034180 0.023 -0.042 -0.030 0.062
H -5.537917 -1.418616 1.299608 0.007 -0.007 -0.001 0.272
C 5.118364 -0.911009 -2.057281 0.033 -0.017 0.030 -1.350
H -1.819194 1.721281 1.735527 -0.031 0.009 0.022 -0.063
H 0.872440 4.585171 0.725946 0.007 -0.019 -0.003 0.366
C -2.442422 3.375755 -1.908072 0.012 0.050 0.037 -1.202
C -4.308016 -4.317808 0.369930 -0.013 -0.079 0.001 -1.023
C 3.956801 -0.950996 2.042183 -0.017 0.031 0.028 -0.746
H -4.903199 -3.801702 1.126255 -0.007 0.004 -0.003 0.258
H 3.455634 -2.201128 -3.479473 -0.008 -0.005 -0.002 0.415
C 0.830636 4.031456 1.653130 0.008 0.071 -0.029 -0.699
H -2.648166 -3.870757 3.018231 0.019 0.004 0.010 0.292
H 0.760484 4.602407 4.985156 -0.003 0.001 0.004 0.412
H -5.433405 0.078250 0.376996 -0.011 0.013 0.017 0.247
Cd 0.076072 -0.896718 -0.382058 -0.075 0.446 0.610 2.754
C 0.713908 2.683449 4.035973 0.002 0.017 0.016 -1.024
H 5.772428 -2.585070 -0.242104 -0.007 0.005 -0.006 0.388
H -4.459384 -5.391672 0.505353 -0.003 -0.003 0.007 0.427
O 2.237668 -1.478225 -0.054221 -0.096 0.139 0.367 -1.021
H -1.962070 -5.122778 -1.565154 -0.001 -0.005 -0.040 0.338
C -2.010187 4.587028 -2.420998 0.015 0.000 0.016 -0.927
H -4.705043 -4.044993 -0.610064 0.002 -0.014 -0.006 0.239
N 3.919661 -1.575759 -1.558683 -0.121 0.170 0.005 0.188
H 1.246604 4.438974 -1.524079 -0.014 0.008 0.049 0.463
C -2.577546 -2.887311 -3.189764 -0.018 -0.063 -0.005 -1.047
H 4.838916 -0.244517 -2.872137 -0.010 0.036 -0.039 0.516
H -5.337734 -0.282482 -1.886299 -0.007 0.009 -0.025 0.300
H -3.471485 3.065975 -2.039286 -0.002 0.018 0.023 0.541
C 0.776084 2.641129 1.621744 -0.015 -0.154 -0.037 0.509
H 5.573940 -0.305845 -1.280323 -0.008 0.029 0.017 0.402
C 0.708908 1.951580 2.844548 -0.038 0.001 0.075 1.532
H 0.669322 2.148028 4.976090 -0.010 -0.009 0.001 0.438
C 5.696880 -1.950349 0.635431 0.036 0.004 0.009 -1.219
C -2.892777 1.535121 1.809982 0.134 0.004 -0.155 -0.787
N 4.384940 -1.320346 0.706717 -0.070 0.003 -0.010 0.370
H -2.385023 -0.107936 -4.267146 -0.036 -0.010 -0.004 0.518
H 2.999464 -0.449525 1.987619 -0.075 0.054 0.015 -0.120
C 3.468449 -1.429910 -0.282699 0.143 -0.381 -0.500 0.102
N 0.473614 -0.398743 2.179734 0.204 -0.062 0.061 0.490
C -5.185837 -0.386009 1.333102 -0.030 0.037 0.047 -1.167
P 0.813015 1.829202 -0.035161 0.045 0.026 -0.327 1.752
C -1.457310 -4.931863 -0.620313 0.052 0.006 -0.016 -0.983
H -5.746476 0.135274 2.113717 -0.010 -0.010 0.005 0.396
Si -2.345958 -1.573245 -0.038273 0.334 -0.026 -0.437 -0.564
H -2.703761 5.237800 -2.936653 0.005 -0.015 -0.030 0.411
C 5.029319 2.854129 -1.620912 0.023 -0.057 -0.008 -0.604
C -1.551468 2.552333 -1.233389 -0.031 0.037 0.135 -0.212
H -5.496956 -2.035481 -1.971951 -0.005 0.004 0.009 0.299
C -2.961423 -1.074113 3.334192 0.075 -0.024 0.022 -1.174
```
Forces are in eV/Å.